A cluster of 2 separate species, C3H10N2O2 in total in a non-equilibrium geometry. Source: OMol25; level of theory: ωB97M-V/def2-TZVPD.

Structure (ORCA input):
```
! wB97M-V def2-TZVPD RIJCOSX def2/J DEFGRID3
* xyz 0 1
N -1.654 -0.534 -2.487
C -0.888 -0.784 -1.284
C -0.137 0.458 -0.847
N 1.070 0.090 -0.066
C 1.478 0.711 1.087
O 2.626 0.971 1.343
H -1.744 -1.366 -3.053
H -2.576 -0.126 -2.453
H -0.103 -1.507 -1.509
H -1.503 -1.178 -0.467
H 0.281 0.971 -1.711
H -0.666 1.190 -0.248
H 1.888 -0.095 -0.641
H 0.606 0.969 1.718
O -1.774 -0.540 2.222
H -0.926 -0.784 1.837
H -1.876 -1.049 3.031
*
```

As for the HOMO energy: -9.5 eV. The value obtained for the energy relative to the best compared isomer or geometry (same formula, charge and spin) is 31.24 kcal/mol. The LUMO energy comes out at 0.77 eV.